Record 1
The ion C10H13N2O with charge +1 at a distorted geometry, computed with the ωB97M-V functional and the def2-TZVPD basis.

Energy relative to the best compared isomer or geometry (same formula, charge and spin) in kcal per mole: 174.0
Orbital gap (alpha / beta) in Ha: 0.217 / 0.255

Geometry as ORCA input:
```
! wB97M-V def2-TZVPD RIJCOSX def2/J DEFGRID3
* xyz 1 1
C 3.79454 0.13145 0.61116
C 3.03214 -0.98112 0.25289
C 3.09974 1.12160 1.34062
C 1.65536 -1.04050 0.44386
C 1.83083 1.08152 1.65879
C 1.01562 -0.03500 1.21821
C -2.46926 0.18524 0.33794
C -1.22225 -0.59996 0.97013
C -2.09125 0.49008 -1.11554
C -2.64393 -0.39220 -2.29226
N -0.22855 0.37116 1.28642
N -0.70387 0.66675 -1.08244
O 0.24008 0.30690 -1.71333
H 4.78427 0.29214 0.27877
H 3.47362 -1.78738 -0.30684
H 3.43959 2.15200 1.53882
H 0.94889 -1.87660 0.12670
H 1.24190 1.84874 2.07961
H -3.37076 -0.37199 0.43573
H -2.69659 1.15213 0.72167
H -1.41879 -1.01687 1.94277
H -0.93052 -1.43037 0.30600
H -2.43605 1.53282 -1.26968
H -2.28286 -1.41168 -2.20115
H -2.33734 -0.01080 -3.24845
H -3.72454 -0.37806 -2.32038
*
```

---

Record 2
The molecule C10H13N2O2P at a distorted geometry, computed with the ωB97M-V functional and the def2-TZVPD basis.

Energy relative to the best compared isomer or geometry (same formula, charge and spin) in kcal per mole: 0.0
Orbital gap in Ha: 0.307

Geometry as ORCA input:
```
! wB97M-V def2-TZVPD RIJCOSX def2/J DEFGRID3
* xyz 0 1
C 1.08189 2.35544 -0.70882
C 1.37900 1.18290 -1.49010
C -0.02088 2.11654 0.08755
C 0.47670 0.18888 -1.15342
C -0.82171 2.75471 1.10847
C -0.93385 1.82957 2.40768
C -1.40389 0.43266 2.09850
C -0.49786 -0.20077 1.08173
C -0.46448 0.72089 -0.17130
C 0.44139 -1.16921 -1.58068
N -0.35052 -2.16485 -1.19522
N 1.21771 -4.47398 -1.44012
O 0.34081 -3.51909 -3.65954
O 1.44543 -1.71116 -2.24591
P 0.56428 -3.17082 -2.26792
H 1.59261 3.34719 -0.89943
H 2.19328 0.89800 -2.15871
H -0.53343 3.73168 1.43148
H -1.83566 2.86831 0.68848
H 0.10746 1.76956 2.77489
H -1.67917 2.25097 3.09661
H -1.41112 -0.27604 3.03436
H -2.45517 0.39850 1.80185
H 0.51387 -0.07282 1.57885
H -0.63902 -1.20848 0.73700
H -1.47130 0.78903 -0.43341
H 1.61723 -4.48237 -0.45639
H 1.54642 -5.18522 -2.06646
*
```

---

Record 3
A structure of composition C10H13N2O5SZr at a distorted geometry, computed with the ωB97M-V functional and the def2-TZVPD basis.

Orbital gap (alpha / beta) in Ha: 0.215 / 0.217

Geometry as ORCA input:
```
! wB97M-V def2-TZVPD RIJCOSX def2/J DEFGRID3
* xyz 3 1
O 1.37791 0.51407 -5.83344
C 1.04098 0.24344 -4.77175
Zr 0.18140 0.00572 -2.66593
O -2.10924 0.76964 -5.12885
C -1.40362 0.58711 -4.23893
C -1.59782 -0.64191 -1.51845
O -2.54534 -1.01379 -0.95728
C 1.18013 -2.02382 -2.03823
O 1.47243 -2.92689 -1.30354
C -0.79602 -2.05229 -3.53767
O -1.41199 -3.00605 -3.75020
H 1.88610 -1.78495 -2.90781
C -0.24218 -2.24829 1.82423
C -0.09597 -0.75472 2.11673
N 0.77437 -0.08232 1.15269
C 0.45190 1.05803 0.52736
S 1.29404 1.54895 -0.91885
N -0.47585 1.87764 1.05413
C -0.48348 2.27802 2.51415
C 0.86836 2.37281 3.16210
H -0.92742 -2.39867 0.96840
H -0.67543 -2.74114 2.71446
H 0.72765 -2.72657 1.59557
H -1.07347 -0.27911 2.11632
H 0.33334 -0.60212 3.11753
H 1.46537 -0.65679 0.68345
H -0.73263 2.63652 0.42321
H -0.98490 3.24140 2.52011
H -1.12678 1.58384 3.04302
H 1.51139 3.08816 2.62938
H 0.73724 2.73251 4.18982
H 1.37952 1.40155 3.21823
*
```

---

Record 4
A structure of composition C10H13N2O6Tl at a distorted geometry, computed with the ωB97M-V functional and the def2-TZVPD basis.

Energy relative to the best compared isomer or geometry (same formula, charge and spin) in kcal per mole: 15.7
Orbital gap (alpha / beta) in Ha: 0.243 / 0.126

Geometry as ORCA input:
```
! wB97M-V def2-TZVPD RIJCOSX def2/J DEFGRID3
* xyz 2 1
O 0.66203 0.75393 -6.23452
C 0.75735 0.62137 -5.10317
Tl 0.34802 0.27285 -2.40466
O -3.01046 1.27140 -4.10175
C -2.15587 0.80552 -3.51307
C -1.98910 -1.33388 -1.10036
O -2.91923 -1.78276 -0.59818
C 0.72210 -2.74495 -1.59930
O 0.46703 -3.47759 -0.71329
C -1.57033 -2.65703 -3.37094
O -2.38143 -3.46322 -3.45844
H 1.55935 -3.05490 -2.34322
C -1.74592 1.97565 1.22248
N -0.62159 1.24086 1.79384
C -0.86139 0.65801 3.09640
C 0.44358 0.99390 0.99035
O 0.36316 1.35988 -0.23792
N 1.60994 0.42583 1.39569
C 1.89616 -0.07827 2.72224
C 2.63669 0.23482 0.38287
H -1.77342 2.99211 1.64226
H -2.68447 1.46362 1.46771
H -1.60129 2.03567 0.13786
H -0.70625 -0.42626 3.12435
H -0.26065 1.12363 3.88471
H -1.90571 0.83787 3.35420
H 1.24857 -0.92228 3.00278
H 2.93473 -0.41878 2.73561
H 1.79802 0.71965 3.46534
H 2.41747 -0.60544 -0.28812
H 2.73394 1.13521 -0.22663
H 3.58895 0.04360 0.87490
*
```

---

Record 5
The ion C10H13N2S with charge +1 at a distorted geometry, computed with the ωB97M-V functional and the def2-TZVPD basis.

Energy relative to the best compared isomer or geometry (same formula, charge and spin) in kcal per mole: 34.4
Orbital gap (alpha / beta) in Ha: 0.266 / 0.265

Geometry as ORCA input:
```
! wB97M-V def2-TZVPD RIJCOSX def2/J DEFGRID3
* xyz 1 1
C -3.28281 -0.43813 -0.91019
C -3.37488 0.92322 -0.45972
C -2.02013 -1.15045 -0.87564
C -2.26933 1.54779 0.10096
C 0.30309 -1.38395 -0.08948
C -0.86714 -0.56729 -0.22085
C -1.12588 0.70443 0.42539
C 0.52874 0.82704 2.03338
C 3.48752 0.16984 -1.12795
C 2.09849 0.32896 -0.45942
N -0.16321 1.33295 1.09941
N 1.55571 -0.96801 -0.23573
S 0.20204 -0.64800 3.05195
H -4.17284 -0.96808 -1.06405
H -4.33344 1.51291 -0.39063
H -1.86599 -2.14676 -1.31745
H -2.47385 2.45325 0.53077
H 0.23925 -2.44786 -0.27851
H 1.46510 1.20377 2.39429
H 4.27137 -0.11115 -0.44507
H 3.56802 -0.60720 -1.93723
H 3.60473 1.13428 -1.49988
H 1.37814 0.85221 -1.14276
H 2.02204 1.02460 0.36691
H 2.32993 -1.60609 -0.25996
H -1.10469 -0.97228 2.71144
*
```

---

Record 6
The molecule C10H13N3 at a distorted geometry, computed with the ωB97M-V functional and the def2-TZVPD basis.

Structure (SMILES): c1cc(N2C[C@H]3C[C@@H]2CN3)ccn1
Energy relative to the best compared isomer or geometry (same formula, charge and spin) in kcal per mole: 147.7
Orbital gap in Ha: 0.329

Geometry as ORCA input:
```
! wB97M-V def2-TZVPD RIJCOSX def2/J DEFGRID3
* xyz 0 1
C 2.94947 1.23420 0.05570
C 1.50506 1.18008 -0.07210
C 0.82826 -0.03116 0.07449
N -0.48293 -0.27340 0.39481
C -1.26580 -1.40760 -0.21560
C -2.59456 -0.74545 -0.10448
C -2.48260 -0.15648 1.27896
C -1.42114 0.85712 0.68832
C -1.98335 1.48116 -0.61323
N -2.27979 0.10288 -1.14186
C 1.57722 -1.20649 -0.32794
C 3.03041 -1.07675 -0.09053
N 3.79378 0.02110 0.16785
H 3.31148 2.41823 0.14304
H 0.93666 2.19343 -0.42284
H -1.01755 -1.54116 -1.16367
H -0.93143 -2.34922 0.38254
H -3.48560 -1.27236 -0.42600
H -2.10570 -0.80765 2.10451
H -3.45984 0.27715 1.57071
H -0.81969 1.45613 1.33637
H -1.20853 1.95979 -1.21129
H -2.71171 2.26758 -0.21788
H -1.72099 -0.17864 -1.85322
H 1.26337 -2.14512 -0.48815
H 3.87427 -2.00394 0.25858
*
```